C36H30Cl4MnN6O9S2 | the ωB97M-V functional and the def2-TZVPD basis

Each line ends with the Mulliken charge.
Atoms and positions in Å:
1 Mn -0.15 -0.34 0.70  0.63
2 O -0.64 3.49 1.76  -0.87
3 C -0.56 2.39 1.23  -0.27
4 O 0.00 1.35 1.73  -0.68
5 C -1.13 2.17 -0.15  0.64
6 C -1.90 3.15 -0.75  -1.08
7 C -2.46 2.91 -1.99  -1.02
8 C -2.14 1.70 -2.65  0.51
9 C -2.59 1.41 -3.95  -0.85
10 C -2.18 0.26 -4.61  -0.85
11 C -1.30 -0.62 -3.99  -1.02
12 C -0.85 -0.37 -2.70  0.77
13 C -1.28 0.77 -1.99  -0.65
14 N -0.83 0.98 -0.73  1.93
15 H -2.04 4.07 -0.21  0.80
16 H -3.09 3.63 -2.49  0.27
17 H -3.25 2.12 -4.43  0.41
18 H -2.53 0.07 -5.61  0.39
19 H -0.96 -1.50 -4.52  0.43
20 H -0.15 -1.03 -2.22  0.49
21 Cl 3.63 -1.89 6.48  -0.28
22 C 2.44 -1.68 5.25  0.07
23 C 1.11 -1.99 5.51  0.66
24 Cl 0.65 -2.56 7.07  -0.28
25 C 0.15 -1.86 4.52  -0.29
26 Cl -1.52 -2.20 4.82  -0.22
27 C 0.50 -1.41 3.24  -0.32
28 O -0.31 -1.32 2.25  0.26
29 C 1.88 -1.05 2.94  -1.22
30 O 2.16 -0.67 1.77  -0.21
31 C 2.81 -1.21 3.99  0.67
32 Cl 4.46 -0.77 3.69  -0.30
33 C 2.65 -3.91 -1.16  -0.68
34 C 1.91 -4.64 -0.02  -0.73
35 C 1.10 -3.51 0.65  -0.75
36 O 1.09 -2.43 -0.25  0.83
37 C 2.38 -2.43 -0.85  -0.35
38 H 2.23 -4.17 -2.13  0.26
39 H 3.72 -4.13 -1.18  0.36
40 H 2.60 -5.09 0.68  0.39
41 H 1.26 -5.42 -0.41  0.22
42 H 1.59 -3.22 1.59  0.05
43 H 0.06 -3.77 0.86  0.49
44 H 3.13 -2.04 -0.15  -0.02
45 H 2.35 -1.79 -1.73  0.30
46 N -6.40 4.20 -1.47  -0.63
47 C -5.87 3.20 -0.66  1.06
48 C -4.88 3.51 0.28  -0.77
49 C -4.37 2.53 1.11  -0.21
50 C -4.87 1.25 1.03  -0.24
51 C -5.87 0.93 0.12  -0.58
52 C -6.37 1.90 -0.72  -0.86
53 S -4.15 -0.04 2.04  1.03
54 O -3.87 0.53 3.32  -0.73
55 O -5.09 -1.16 2.02  -0.74
56 N -2.79 -0.39 1.24  -0.02
57 C -2.77 -1.37 0.39  -0.02
58 S -4.19 -2.28 -0.13  -0.21
59 C -3.15 -3.18 -1.21  -0.42
60 C -1.87 -2.78 -1.08  -1.22
61 N -1.66 -1.76 -0.20  0.99
62 H -5.77 4.98 -1.63  0.25
63 H -6.81 3.86 -2.32  0.23
64 H -4.50 4.52 0.33  0.25
65 H -3.59 2.75 1.82  0.60
66 H -6.23 -0.09 0.10  0.49
67 H -7.14 1.66 -1.44  0.32
68 H -3.55 -3.96 -1.83  0.45
69 H -1.02 -3.20 -1.59  0.32
70 O 7.19 2.01 2.65  -0.56
71 C 7.26 1.27 1.46  -0.37
72 N 6.00 1.21 0.79  0.06
73 C 5.90 1.20 -0.58  0.55
74 O 6.91 1.28 -1.29  -0.73
75 C 4.54 1.14 -1.13  0.62
76 C 4.39 1.34 -2.52  -0.69
77 C 3.13 1.31 -3.06  -1.01
78 C 2.04 1.07 -2.22  -0.16
79 N 2.16 0.84 -0.91  0.42
80 C 3.37 0.90 -0.39  -0.97
81 H 6.43 1.69 3.16  0.33
82 H 7.65 0.25 1.67  0.26
83 H 7.97 1.79 0.81  0.34
84 H 5.21 0.91 1.34  0.13
85 H 5.27 1.51 -3.12  0.46
86 H 2.95 1.45 -4.12  0.48
87 H 1.04 1.05 -2.62  0.25
88 H 3.39 0.71 0.67  0.37

Values from the calculation:
Total charge: -2
E: -168270.3172 eV
<S²>: 0.77
Energy relative to the best compared isomer or geometry (same formula, charge and spin): 71.9 kcal/mol
Maximum force: 0.0404 Eh/bohr
Lowest unoccupied orbital energy (alpha / beta): 3.7 / 3.7 eV
Highest occupied orbital energy (alpha / beta): -1.07 / -1.00 eV
2S+1: 2

=====

C36H30MnOPSe2Si | the ωB97M-V functional and the def2-TZVPD basis

Each line ends with the Mulliken charge.
Atoms and positions in Å:
1 Mn 1.12 -1.30 -0.02  0.52
2 Se 1.24 -1.34 2.33  -0.23
3 P 1.29 0.87 2.11  0.09
4 Se 1.15 1.17 -0.08  -0.19
5 C 2.88 1.44 2.78  1.11
6 C 3.21 1.00 4.06  -0.43
7 C 4.47 1.27 4.56  -0.70
8 C 5.39 1.97 3.79  -0.49
9 C 5.04 2.44 2.53  -0.73
10 C 3.78 2.17 2.02  -0.37
11 C -0.16 1.60 2.93  1.33
12 C -0.69 0.99 4.06  -0.47
13 C -1.84 1.50 4.62  -0.76
14 C -2.48 2.59 4.04  -0.58
15 C -1.94 3.20 2.92  -0.72
16 C -0.77 2.71 2.36  -0.51
17 H 2.49 0.43 4.64  0.36
18 H 4.74 0.91 5.54  0.41
19 H 6.38 2.16 4.17  0.41
20 H 5.75 2.99 1.94  0.42
21 H 3.49 2.53 1.04  0.32
22 H -0.20 0.12 4.48  0.33
23 H -2.25 1.04 5.51  0.43
24 H -3.41 2.96 4.46  0.44
25 H -2.44 4.04 2.47  0.45
26 H -0.33 3.17 1.48  0.44
27 C 5.62 -2.05 -1.34  -0.45
28 C 5.10 -2.76 -0.28  -0.65
29 C 3.79 -2.55 0.13  -0.17
30 C 2.99 -1.62 -0.53  1.06
31 C 3.52 -0.94 -1.63  0.06
32 C 4.82 -1.15 -2.03  -0.85
33 H 6.65 -2.19 -1.64  0.41
34 H 5.71 -3.48 0.26  0.40
35 H 3.41 -3.12 0.97  0.40
36 H 2.91 -0.23 -2.19  0.33
37 H 5.20 -0.60 -2.88  0.43
38 O -0.11 -1.47 -1.18  -0.60
39 Si -1.51 -0.93 -1.78  -0.48
40 C -2.47 -2.32 -2.65  0.76
41 C -2.84 -3.46 -1.96  -0.33
42 C -3.71 -4.38 -2.53  -0.75
43 C -4.20 -4.15 -3.80  -0.47
44 C -3.80 -3.03 -4.51  -0.70
45 C -2.94 -2.12 -3.94  -0.35
46 C -2.45 -0.48 -0.17  0.93
47 C -2.55 -1.42 0.85  -0.30
48 C -3.30 -1.17 1.98  -1.09
49 C -3.94 0.05 2.13  -0.50
50 C -3.82 1.01 1.14  -0.73
51 C -3.08 0.74 0.00  -0.32
52 C -1.17 0.52 -2.94  0.26
53 C 0.14 0.91 -3.20  -0.80
54 C 0.42 2.00 -4.01  -0.57
55 C -0.63 2.70 -4.59  -0.63
56 C -1.94 2.32 -4.35  -0.81
57 C -2.21 1.23 -3.53  0.17
58 H -2.46 -3.65 -0.96  0.22
59 H -4.01 -5.26 -1.98  0.40
60 H -4.89 -4.86 -4.25  0.39
61 H -4.17 -2.87 -5.51  0.41
62 H -2.64 -1.24 -4.49  0.41
63 H -2.06 -2.38 0.76  0.38
64 H -3.41 -1.94 2.74  0.43
65 H -4.54 0.24 3.01  0.49
66 H -4.31 1.96 1.25  0.49
67 H -3.00 1.50 -0.77  0.37
68 H 0.95 0.33 -2.78  0.64
69 H 1.44 2.31 -4.19  0.45
70 H -0.42 3.55 -5.22  0.42
71 H -2.75 2.87 -4.80  0.42
72 H -3.23 0.94 -3.35  0.55

Values from the calculation:
Total charge: +1
E: -219040.9147 eV
<S²>: 0.87
Maximum force: 0.0540 Eh/bohr
Lowest unoccupied orbital energy (alpha / beta): -5.1 / -4.1 eV
Highest occupied orbital energy (alpha / beta): -11.21 / -11.22 eV
2S+1: 2

=====

C36H30N8O4PbS2Se2 | the ωB97M-V functional and the def2-TZVPD basis

Each line ends with the Mulliken charge.
Atoms and positions in Å:
1 Pb 0.11 -0.24 -0.39  2.07
2 N -1.12 1.50 -4.43  -0.44
3 C -0.99 1.31 -3.10  0.69
4 S 0.65 1.21 -2.53  -0.53
5 N -2.08 1.23 -2.40  -1.39
6 N -2.02 0.97 -1.08  1.12
7 C -3.15 1.06 -0.48  -1.19
8 C -3.42 0.96 0.94  2.22
9 C -4.73 0.73 1.36  -0.62
10 C -5.06 0.65 2.70  -0.74
11 C -4.09 0.89 3.67  -0.92
12 C -2.79 1.15 3.28  -0.34
13 C -2.44 1.15 1.94  -1.94
14 O -1.11 1.27 1.59  1.00
15 H -0.29 1.74 -4.95  0.21
16 H -2.02 1.75 -4.79  0.25
17 H -4.03 1.30 -1.09  0.36
18 H -5.51 0.59 0.62  0.48
19 H -6.07 0.43 2.99  0.45
20 H -4.35 0.86 4.71  0.46
21 H -2.02 1.34 4.01  0.46
22 C 2.23 -3.17 4.29  -0.58
23 C 2.06 -1.93 4.88  -0.79
24 C 1.76 -0.83 4.11  -0.61
25 C 1.61 -0.95 2.72  -0.29
26 C 1.76 -2.21 2.14  0.45
27 C 2.08 -3.30 2.92  -0.93
28 N 1.22 0.14 1.96  1.53
29 N 1.55 1.29 2.43  -1.01
30 C 0.92 2.42 2.05  -0.61
31 C 1.61 3.64 2.15  0.01
32 C 0.97 4.84 1.93  -0.76
33 C -0.39 4.86 1.68  -0.96
34 C -1.11 3.68 1.62  -0.55
35 C -0.46 2.47 1.74  0.78
36 H 2.46 -4.04 4.90  0.43
37 H 2.16 -1.82 5.95  0.41
38 H 1.61 0.15 4.55  0.48
39 H 1.64 -2.34 1.07  0.32
40 H 2.22 -4.27 2.45  0.49
41 H 2.66 3.61 2.40  0.56
42 H 1.53 5.76 1.98  0.43
43 H -0.90 5.80 1.51  0.44
44 H -2.18 3.70 1.44  0.54
45 Se 2.17 -1.93 -3.31  0.05
46 Se 3.11 -2.40 -1.27  0.04
47 C 3.68 -0.64 -0.68  0.04
48 C 5.03 -0.41 -0.48  -0.85
49 C 5.43 0.88 -0.16  -0.41
50 C 4.47 1.86 -0.06  -1.18
51 C 3.14 1.52 -0.24  -0.40
52 N 2.75 0.28 -0.53  0.52
53 C 0.35 -2.54 -3.08  0.09
54 C -0.16 -3.42 -4.03  -0.72
55 C -1.45 -3.90 -3.87  -0.45
56 C -2.19 -3.47 -2.77  -0.96
57 C -1.60 -2.59 -1.89  -0.20
58 N -0.36 -2.14 -2.03  0.26
59 H 5.74 -1.22 -0.58  0.47
60 H 6.48 1.10 0.00  0.42
61 H 4.73 2.88 0.16  0.50
62 H 2.35 2.26 -0.16  0.84
63 H 0.46 -3.73 -4.85  0.46
64 H -1.87 -4.60 -4.58  0.42
65 H -3.19 -3.83 -2.59  0.53
66 H -2.14 -2.24 -1.02  0.34
67 N -1.41 -1.85 1.50  0.41
68 C -2.26 -2.97 1.65  0.32
69 C -1.79 -4.13 2.25  -0.64
70 C -2.64 -5.21 2.45  -0.89
71 C -3.95 -5.11 2.05  -0.06
72 C -4.44 -3.98 1.43  -1.35
73 C -3.59 -2.90 1.23  0.47
74 S -5.13 -6.40 2.55  1.26
75 O -5.99 -6.55 1.38  -0.70
76 O -5.75 -5.75 3.69  -0.67
77 O -4.30 -7.54 2.86  -0.70
78 H -1.90 -0.99 1.73  -0.51
79 H -0.59 -1.95 2.08  0.06
80 H -0.76 -4.18 2.57  0.41
81 H -2.31 -6.12 2.93  0.52
82 H -5.47 -3.96 1.13  0.43
83 H -3.96 -1.99 0.78  0.45

Values from the calculation:
E: -215538.3953 eV
Maximum force: 0.0710 Eh/bohr
Lowest unoccupied orbital energy: -2.1 eV
Highest occupied orbital energy: -6.97 eV

=====

C36H30NO | the ωB97M-V functional and the def2-TZVPD basis

Each line ends with the natural charge from an NBO analysis.
Atoms and positions in Å:
1 C -1.07 -3.78 4.50  -0.21
2 C -1.16 -4.76 3.49  -0.20
3 C -1.47 -4.38 2.18  -0.22
4 C -1.71 -3.04 1.84  0.00
5 C -2.12 -2.65 0.47  0.15
6 C -1.96 -3.46 -0.61  -0.48
7 N -2.74 -1.40 0.38  -0.63
8 C -2.80 -0.61 -0.75  0.66
9 C -3.39 0.77 -0.56  -0.09
10 C -3.62 1.52 -1.73  -0.19
11 C -4.23 2.78 -1.66  -0.21
12 C -4.60 3.31 -0.42  -0.18
13 C -4.32 2.60 0.75  -0.21
14 C -3.70 1.34 0.68  -0.22
15 O -2.40 -0.96 -1.85  -0.60
16 C -1.56 -2.06 2.85  -0.23
17 C -1.28 -2.44 4.18  -0.20
18 H -0.84 -4.08 5.52  0.23
19 H -1.00 -5.81 3.72  0.22
20 H -1.56 -5.14 1.40  0.20
21 H -2.16 -3.08 -1.61  0.25
22 H -1.42 -4.40 -0.49  0.20
23 H -3.13 -1.02 1.23  0.41
24 H -3.32 1.11 -2.69  0.24
25 H -4.42 3.33 -2.58  0.23
26 H -5.08 4.29 -0.36  0.23
27 H -4.58 3.01 1.73  0.22
28 H -3.46 0.82 1.62  0.20
29 H -1.64 -1.00 2.61  0.21
30 H -1.22 -1.67 4.95  0.23
31 C -3.53 -8.51 3.80  -0.15
32 C -3.26 -9.02 2.52  -0.21
33 C -3.47 -8.24 1.39  -0.17
34 C -4.06 -6.96 1.51  -0.07
35 C -4.31 -6.13 0.33  0.24
36 C -3.47 -6.26 -0.79  -0.33
37 C -3.63 -5.60 -2.00  0.05
38 C -2.75 -5.72 -3.13  -0.07
39 C -3.03 -4.97 -4.31  -0.14
40 C -2.22 -5.06 -5.43  -0.22
41 C -1.09 -5.90 -5.41  -0.12
42 C -0.78 -6.63 -4.25  -0.22
43 C -1.60 -6.55 -3.13  -0.15
44 C -5.45 -5.21 0.34  -0.17
45 C -5.41 -3.94 -0.26  -0.11
46 C -6.55 -3.13 -0.33  -0.23
47 C -7.76 -3.59 0.20  -0.15
48 C -7.82 -4.84 0.84  -0.22
49 C -6.67 -5.61 0.95  -0.14
50 C -4.36 -6.47 2.81  -0.16
51 C -4.06 -7.22 3.94  -0.22
52 H -3.34 -9.12 4.68  0.23
53 H -2.87 -10.03 2.40  0.24
54 H -3.23 -8.62 0.40  0.22
55 H -2.62 -6.93 -0.69  0.22
56 H -4.58 -5.10 -2.20  0.23
57 H -3.90 -4.30 -4.30  0.22
58 H -2.46 -4.48 -6.32  0.24
59 H -0.46 -5.98 -6.30  0.24
60 H 0.10 -7.27 -4.23  0.24
61 H -1.35 -7.11 -2.23  0.21
62 H -4.45 -3.58 -0.65  0.23
63 H -6.49 -2.16 -0.81  0.23
64 H -8.66 -2.98 0.12  0.23
65 H -8.76 -5.21 1.25  0.24
66 H -6.71 -6.57 1.49  0.23
67 H -4.81 -5.48 2.92  0.24
68 H -4.24 -6.80 4.93  0.24

Values from the calculation:
Total charge: +1
E: -41349.8881 eV
Maximum force: 0.0304 Eh/bohr
Lowest unoccupied orbital energy: -5.2 eV
Highest occupied orbital energy: -10.67 eV